Entry 1:
Molecular formula: C31H49N8O3OsSb
Method: DFT, the ωB97M-V functional and the def2-TZVPD basis

Positions of all 93 atoms, in Å:
Os1 -0.408 0.663 0.322
O1 3.583 -1.041 2.066
C1 3.606 -0.221 3.158
C2 4.561 -0.493 4.126
C3 4.622 0.267 5.273
C4 3.727 1.316 5.488
C5 2.789 1.605 4.530
C6 2.714 0.852 3.342
C7 1.693 1.169 2.336
O2 1.681 0.516 1.169
N1 0.849 2.124 2.585
N2 -0.062 2.240 1.551
C8 -0.669 3.394 1.478
C9 -1.498 3.818 0.397
C10 -2.220 5.026 0.532
C11 -2.946 5.533 -0.511
C12 -2.948 4.854 -1.736
C13 -2.220 3.695 -1.902
C14 -1.505 3.153 -0.836
O3 -0.785 2.028 -1.051
H1 2.871 -0.747 1.485
H2 5.246 -1.313 3.953
H3 5.370 0.041 6.024
H4 3.771 1.896 6.400
H5 2.090 2.419 4.667
H6 -0.455 4.093 2.280
H7 -2.202 5.541 1.486
H8 -3.509 6.449 -0.395
H9 -3.532 5.242 -2.561
H10 -2.198 3.171 -2.850
C15 3.144 -0.850 -2.990
C16 3.584 0.257 -2.031
Sb1 1.963 1.458 -1.353
C17 1.319 2.518 -3.085
C18 2.456 2.739 -4.091
C19 2.866 2.985 -0.190
C20 4.116 3.570 -0.852
H11 4.019 -1.396 -3.345
H12 2.629 -0.452 -3.867
H13 2.486 -1.571 -2.499
H14 4.252 0.976 -2.511
H15 4.071 -0.145 -1.142
H16 0.911 3.456 -2.707
H17 0.500 1.949 -3.524
H18 3.246 3.374 -3.691
H19 2.055 3.235 -4.977
H20 2.907 1.801 -4.421
H21 3.095 2.539 0.775
H22 2.093 3.742 -0.043
H23 4.861 2.807 -1.079
H24 4.577 4.278 -0.161
H25 3.882 4.115 -1.766
C21 -0.981 -5.050 3.303
C22 -2.409 -4.508 3.315
C23 -3.024 -4.555 1.916
C24 -2.460 -3.106 3.917
N3 -1.592 -2.139 3.200
C25 -1.769 -1.534 2.047
N4 -0.738 -0.742 1.844
N5 0.088 -0.877 2.926
N6 -0.421 -1.713 3.737
H26 -0.977 -6.093 2.984
H27 -0.523 -5.000 4.294
H28 -0.350 -4.489 2.606
H29 -3.017 -5.122 3.982
H30 -2.380 -4.050 1.186
H31 -4.017 -4.093 1.894
H32 -3.130 -5.588 1.585
H33 -2.096 -3.121 4.941
H34 -3.476 -2.715 3.911
H35 -2.611 -1.683 1.393
C26 -0.286 -1.567 -4.158
C27 -1.065 -2.550 -3.291
N7 -2.235 -1.926 -2.657
C28 -3.550 -2.285 -3.225
C29 -4.098 -3.576 -2.634
C30 -2.096 -1.118 -1.605
C31 -3.325 -0.471 -1.032
N8 -0.926 -0.866 -1.052
H36 0.599 -2.053 -4.572
H37 0.033 -0.691 -3.588
H38 -0.902 -1.222 -4.989
H39 -0.428 -2.994 -2.522
H40 -1.431 -3.368 -3.904
H41 -3.414 -2.394 -4.300
H42 -4.254 -1.473 -3.072
H43 -3.381 -4.393 -2.737
H44 -5.015 -3.863 -3.150
H45 -4.325 -3.456 -1.572
H46 -3.791 0.186 -1.768
H47 -3.052 0.142 -0.176
H48 -4.064 -1.213 -0.729
H49 -0.159 -1.339 -1.501

- LUMO level (alpha / beta) (eV) = -7.37 / -7.42
- maximum force (eV/A) = 5.13
- total charge = +2
- energy relative to the best compared isomer or geometry (same formula, charge and spin) (kcal per mole) = 46.2

---

Entry 2:
Molecular formula: C5H12O
Method: DFT, the ωB97M-V functional and the def2-TZVPD basis

Positions of all 18 atoms, in Å:
C1 -1.985 1.043 -0.739
C2 -1.296 -0.317 -0.873
C3 -0.773 -0.932 0.398
C4 0.380 -1.604 0.490
O1 1.499 0.189 1.403
C5 2.374 0.686 0.422
H1 -2.784 1.010 0.010
H2 -2.438 1.339 -1.693
H3 -1.280 1.829 -0.446
H4 -0.485 -0.245 -1.609
H5 -2.018 -1.037 -1.277
H6 0.566 0.259 1.099
H7 -1.441 -0.938 1.260
H8 0.700 -2.110 1.396
H9 1.098 -1.634 -0.331
H10 2.689 1.690 0.716
H11 1.930 0.731 -0.589
H12 3.263 0.041 0.364

- LUMO level (eV) = 1.03
- maximum force (eV/A) = 1.28
- energy relative to the best compared isomer or geometry (same formula, charge and spin) (kcal per mole) = 48.0

---

Entry 3:
Molecular formula: C6H11N3O3
Method: DFT, the ωB97M-V functional and the def2-TZVPD basis

Positions of all 23 atoms, in Å:
C1 2.126 -0.216 -0.640
C2 1.574 0.458 1.525
C3 3.175 0.806 -0.889
C4 -1.161 1.246 0.331
C5 -0.814 -1.159 -0.262
C6 -0.197 0.249 -0.400
N1 3.935 1.613 -1.156
N2 1.150 0.452 0.182
N3 1.345 -0.916 2.132
O1 2.398 -1.566 2.180
O2 4.639 2.542 -1.470
O3 0.294 -1.293 2.584
H1 1.581 -0.598 -1.491
H2 2.700 -0.948 -0.099
H3 1.056 1.098 2.203
H4 2.691 0.627 1.538
H5 -1.397 0.999 1.254
H6 -0.905 2.348 0.096
H7 -2.085 1.205 -0.150
H8 0.019 -1.756 -0.411
H9 -1.498 -1.431 -1.063
H10 -1.251 -1.242 0.749
H11 -0.062 0.599 -1.454

- expectation value of S² = 2.008
- 2S+1 = 3
- LUMO level (alpha / beta) (eV) = 0.52 / -3.29
- maximum force (eV/A) = 6.74
- energy relative to the best compared isomer or geometry (same formula, charge and spin) (kcal per mole) = 82.5

---

Entry 4:
Molecular formula: HN3O7S2
Method: DFT, the ωB97M-V functional and the def2-TZVPD basis

Positions of all 13 atoms, in Å:
N1 1.928 0.209 0.892
N2 2.815 0.980 0.943
N3 -1.418 2.546 -0.488
O1 3.091 2.062 1.326
O2 -1.712 3.676 -0.792
O3 -0.328 2.016 -0.522
O4 -0.769 -0.659 -0.505
O5 -2.530 -1.175 1.086
O6 1.626 -0.855 0.404
O7 -0.696 0.365 1.798
S1 -2.754 1.527 0.087
S2 -1.585 -0.185 0.776
H1 0.102 -0.898 -0.297

- LUMO level (alpha / beta) (eV) = -2.02 / -2.02
- maximum force (eV/A) = 4.37
- energy relative to the best compared isomer or geometry (same formula, charge and spin) (kcal per mole) = 0.0

---

Entry 5:
Molecular formula: C4H6O2S
Method: DFT, the ωB97M-V functional and the def2-TZVPD basis

Positions of all 13 atoms, in Å:
C1 -2.068 1.085 0.035
C2 -0.698 -0.811 -0.116
C3 1.527 -0.251 0.164
C4 2.798 -0.559 -0.036
H1 -1.952 2.220 0.157
H2 -2.888 0.936 -0.752
H3 -2.295 0.561 1.099
H4 1.201 0.763 0.392
H5 2.970 -1.549 -0.528
H6 3.457 0.247 -0.030
O1 -0.792 0.465 -0.325
O2 0.600 -1.280 -0.060
S1 -1.860 -1.827 0.001

- LUMO level (eV) = 0.72
- maximum force (eV/A) = 3.96
- energy relative to the best compared isomer or geometry (same formula, charge and spin) (kcal per mole) = 51.8

---

Entry 6:
Molecular formula: C5H12N2
Method: DFT, the ωB97M-V functional and the def2-TZVPD basis

Positions of all 19 atoms, in Å:
C1 -1.230 1.272 -0.737
C2 -1.408 -0.062 0.010
C3 -0.204 -1.060 -0.187
N1 3.015 -0.198 1.520
C4 1.837 -0.702 1.289
C5 1.058 -0.335 0.181
N2 -1.070 1.111 -2.158
H1 -0.352 1.619 -0.196
H2 -1.995 2.020 -0.547
H3 -2.285 -0.550 -0.453
H4 -1.617 -0.004 1.082
H5 -0.302 -1.873 0.538
H6 -0.245 -1.503 -1.199
H7 3.235 -0.287 2.504
H8 0.688 0.651 1.976
H9 1.471 -1.604 1.831
H10 1.372 0.358 -0.582
H11 -0.183 0.748 -2.475
H12 -1.786 0.398 -2.395

- LUMO level (eV) = -1.26
- maximum force (eV/A) = 3.68
- energy relative to the best compared isomer or geometry (same formula, charge and spin) (kcal per mole) = 132.8

---

Entry 7:
Molecular formula: C2H4O3Pm
Method: DFT, the ωB97M-V functional and the def2-TZVPD basis

Positions of all 10 atoms, in Å:
O1 -0.149 -1.350 0.673
C1 -1.111 -0.809 0.140
C2 -1.184 0.677 -0.008
O2 -0.106 1.326 0.505
Pm1 1.789 0.210 1.287
H1 -1.977 -1.414 -0.194
H2 -2.152 0.958 0.475
H3 -1.361 0.853 -1.111
O3 3.264 -0.081 -0.448
H4 2.987 -0.369 -1.320

- expectation value of S² = 8.756
- 2S+1 = 6
- LUMO level (alpha / beta) (eV) = -0.17 / -0.53
- maximum force (eV/A) = 1.45

---

Entry 8:
Molecular formula: C27H78F2KN3O16S2
Method: DFT, the ωB97M-V functional and the def2-TZVPD basis

Positions of all 129 atoms, in Å:
K1 3.550 -0.809 0.456
N1 0.844 -0.360 -0.028
S1 -0.078 -1.311 0.630
O1 -1.267 -1.670 -0.086
O2 -0.160 -1.179 2.101
F1 0.820 -2.670 0.532
S2 -0.343 0.835 -0.374
O3 -1.303 1.290 0.578
O4 -0.779 0.866 -1.762
F2 0.806 2.046 -0.420
C1 -2.213 4.350 -1.464
C2 -3.363 3.294 -1.334
O5 -4.287 3.407 -2.349
H1 -2.701 5.324 -1.441
H2 -1.738 4.196 -2.434
H3 -1.568 4.272 -0.589
H4 -3.818 3.342 -0.344
H5 -2.959 2.335 -1.658
H6 -4.996 2.760 -2.309
C3 1.534 -3.309 -3.905
C4 1.067 -2.871 -2.574
O6 1.580 -1.559 -2.285
H7 1.592 -2.472 -4.600
H8 0.896 -4.110 -4.277
H9 2.566 -3.660 -3.912
H10 1.414 -3.467 -1.731
H11 -0.019 -2.864 -2.480
H12 1.246 -1.194 -1.462
C5 -0.848 3.985 3.127
C6 -1.363 2.644 3.622
O7 -2.401 2.094 2.813
H13 -0.807 3.966 2.038
H14 0.131 4.172 3.567
H15 -1.485 4.774 3.526
H16 -1.583 2.680 4.689
H17 -0.503 1.974 3.608
H18 -1.981 1.658 2.068
C7 4.451 3.410 -0.576
C8 5.331 2.237 -0.529
O8 4.847 1.288 -1.444
H19 3.390 3.173 -0.643
H20 4.609 3.964 -1.501
H21 4.584 4.146 0.218
H22 5.336 1.811 0.474
H23 6.354 2.544 -0.748
H24 5.560 0.660 -1.575
C9 -2.356 -3.952 3.732
C10 -0.949 -4.262 3.282
O9 -0.691 -5.567 3.676
H25 -3.091 -4.679 3.388
H26 -2.677 -3.009 3.289
H27 -2.515 -3.888 4.809
H28 -0.280 -3.523 3.723
H29 -0.893 -4.126 2.202
H30 -1.308 -6.207 3.315
C11 -4.857 -2.171 -2.959
C12 -3.846 -1.032 -2.537
O10 -2.542 -1.530 -2.907
H31 -4.950 -2.352 -4.029
H32 -5.889 -1.908 -2.728
H33 -4.649 -3.059 -2.362
H34 -3.800 -0.713 -1.496
H35 -4.187 -0.150 -3.079
H36 -2.096 -1.682 -2.071
C13 1.518 -5.968 0.179
C14 1.434 -6.493 -1.319
O11 2.661 -6.805 -1.860
H37 2.095 -6.681 0.769
H38 0.578 -5.834 0.713
H39 2.179 -5.103 0.232
H40 0.960 -5.743 -1.952
H41 0.696 -7.288 -1.432
H42 3.224 -6.028 -1.878
C15 1.668 -0.334 5.170
O12 2.537 -0.480 4.341
N2 1.845 0.199 6.356
N3 0.419 -0.663 4.961
H43 2.736 0.311 6.817
H44 1.057 0.171 6.987
H45 0.156 -0.967 4.034
H46 -0.287 -0.499 5.664
C16 -2.559 -4.984 -1.456
C17 -2.857 -5.139 -0.004
C18 -3.901 -4.105 0.461
O13 -3.321 -6.439 0.286
H47 -3.453 -5.206 -2.040
H48 -1.942 -5.784 -1.864
H49 -2.152 -4.010 -1.728
H50 -1.941 -4.911 0.541
H51 -4.866 -4.353 0.020
H52 -3.633 -3.087 0.177
H53 -4.061 -4.196 1.535
H54 -3.203 -6.772 1.178
C19 2.065 5.711 0.614
C20 1.945 6.650 -0.589
C21 0.733 6.195 -1.407
O14 1.833 7.958 -0.141
H55 1.905 4.673 0.323
H56 1.213 5.929 1.258
H57 2.932 5.942 1.233
H58 2.734 6.592 -1.338
H59 -0.136 6.267 -0.753
H60 0.819 5.246 -1.936
H61 0.626 6.860 -2.264
H62 1.035 8.079 0.379
C22 -1.974 0.211 -5.810
C23 -0.682 0.960 -5.355
C24 -0.908 2.205 -4.540
O15 0.051 0.034 -4.494
H63 -2.219 0.429 -6.850
H64 -2.770 0.456 -5.108
H65 -1.841 -0.863 -5.684
H66 -0.027 1.000 -6.225
H67 -1.691 1.912 -3.841
H68 -1.205 3.047 -5.166
H69 -0.072 2.590 -3.957
H70 -0.504 -0.320 -3.795
C25 2.655 2.186 2.246
C26 3.876 2.280 3.120
C27 3.529 2.922 4.470
O16 4.463 0.954 3.297
H71 1.987 1.466 2.720
H72 2.961 1.843 1.257
H73 2.077 3.091 2.061
H74 4.469 2.992 2.545
H75 3.623 3.998 4.615
H76 4.207 2.502 5.213
H77 2.556 2.591 4.831
H78 3.781 0.427 3.721

- LUMO level (eV) = -0.81
- maximum force (eV/A) = 10.05

---

Entry 9:
Molecular formula: C3H6O3
Method: DFT, the ωB97M-V functional and the def2-TZVPD basis

Positions of all 12 atoms, in Å:
O1 -0.370 0.157 0.626
C1 -1.046 -0.822 0.479
C2 -0.794 -1.955 -0.462
H1 -1.757 -1.109 1.337
H2 -1.379 -2.831 -0.178
H3 -1.193 -1.693 -1.444
H4 0.277 -2.178 -0.436
O2 1.664 2.028 1.279
C3 1.654 2.038 0.088
O3 0.558 2.351 -0.654
H5 2.516 1.980 -0.593
H6 -0.130 2.034 -0.043

- LUMO level (eV) = 0.69
- maximum force (eV/A) = 3.06
- energy relative to the best compared isomer or geometry (same formula, charge and spin) (kcal per mole) = 32.1

---

Entry 10:
Molecular formula: C5H11NO
Method: DFT, the ωB97M-V functional and the def2-TZVPD basis

Positions of all 18 atoms, in Å:
C1 1.125 -0.335 0.451
C2 2.473 0.531 0.831
C3 -0.064 0.754 0.186
N1 -1.304 0.091 -0.194
C4 -1.702 0.728 -1.585
C5 -1.397 -1.247 0.306
O1 0.029 1.951 0.318
H1 1.336 -0.935 -0.565
H2 0.782 -1.140 1.104
H3 2.994 -0.198 1.481
H4 2.300 1.371 1.492
H5 3.243 0.758 0.029
H6 -1.730 1.876 -1.316
H7 -2.770 0.541 -1.863
H8 -0.987 0.173 -2.196
H9 -0.791 -1.919 -0.284
H10 -2.474 -1.611 0.406
H11 -1.063 -1.389 1.398

- LUMO level (eV) = 0.82
- maximum force (eV/A) = 3.96
- energy relative to the best compared isomer or geometry (same formula, charge and spin) (kcal per mole) = 71.3

---

Entry 11:
Molecular formula: C6H12N
Method: DFT, the ωB97M-V functional and the def2-TZVPD basis

Positions of all 19 atoms, in Å:
C1 -0.875 -0.629 0.009
C2 -1.916 -1.371 0.215
C3 0.615 -0.291 -0.019
C4 1.523 -1.107 -0.897
C5 1.115 0.211 1.258
C6 -0.949 1.892 -0.201
N1 -0.402 0.564 -0.683
H1 -2.892 -1.141 0.306
H2 -1.619 -2.294 0.724
H3 1.762 -2.020 -0.420
H4 2.456 -0.616 -0.904
H5 1.190 -1.405 -1.839
H6 0.369 0.490 1.944
H7 1.760 1.032 1.123
H8 1.596 -0.583 1.624
H9 -1.959 2.007 -0.515
H10 -0.736 1.839 0.783
H11 -0.608 2.787 -0.765
H12 -0.431 0.637 -1.744

- LUMO level (eV) = -3.39
- maximum force (eV/A) = 4.29
- total charge = +1
- energy relative to the best compared isomer or geometry (same formula, charge and spin) (kcal per mole) = 74.6

---

Entry 12:
Molecular formula: C17H18N6O2SZr
Method: DFT, the ωB97M-V functional and the def2-TZVPD basis

Positions of all 45 atoms, in Å:
Zr1 0.000 0.000 0.000
S1 -2.979 -5.160 4.213
N1 -2.181 -3.777 4.630
C1 -1.824 -3.159 3.486
C2 -1.113 -1.928 3.378
C3 -0.745 -1.290 4.591
C4 -0.055 -0.096 4.576
C5 0.244 0.422 3.348
N2 -0.102 -0.177 2.186
C6 -0.806 -1.396 2.091
C7 -1.254 -2.173 0.822
N3 -1.065 -1.844 -0.536
C8 -1.497 -2.593 -1.576
C9 -2.176 -3.768 -1.422
C10 -2.413 -4.179 -0.127
C11 -1.963 -3.401 0.973
C12 -2.252 -3.900 2.276
N4 -2.910 -5.040 2.567
H1 -0.999 -1.731 5.554
H2 0.235 0.407 5.490
H3 0.784 1.358 3.241
H4 -1.266 -2.193 -2.559
H5 -2.509 -4.346 -2.274
H6 -2.951 -5.112 0.032
C13 4.109 -1.146 -1.637
N5 4.078 0.301 -1.442
C14 5.340 0.981 -1.652
C15 2.887 0.802 -0.952
O1 1.978 0.000 -0.700
N6 2.677 2.151 -0.737
C16 3.536 3.303 -0.962
C17 1.382 2.527 -0.170
H7 5.003 -1.461 -2.182
H8 3.232 -1.464 -2.211
H9 4.090 -1.634 -0.657
H10 6.154 0.266 -1.808
H11 5.594 1.581 -0.775
H12 5.263 1.589 -2.559
H13 4.418 3.120 -1.558
H14 3.836 3.704 0.012
H15 2.960 4.069 -1.493
H16 0.714 1.682 0.013
H17 0.880 3.207 -0.866
H18 1.550 3.043 0.779
O2 -0.854 1.479 -0.604

- LUMO level (eV) = -7.57
- maximum force (eV/A) = 5.77
- total charge = +2
- energy relative to the best compared isomer or geometry (same formula, charge and spin) (kcal per mole) = 83.8

---

Among the records above, which one has the highest maximum force? C27H78F2KN3O16S2

---

Among the records above, which one has the lowest maximum force? C5H12O